{"formula": "C4H13N4O2", "method": "ωB97M-V/def2-TZVPD", "total_charge": 1, "energy_ev": -14401.604, "gap_ev": 10.12, "e_homo_ev": -13.8, "species": ["C", "C", "C", "C", "N", "N", "N", "N", "O", "O", "H", "H", "H", "H", "H", "H", "H", "H", "H", "H", "H", "H", "H"], "xyz": [[-2.925317, -1.155225, 0.112212], [0.083779, 2.390664, -0.570856], [-1.320749, -0.973768, 0.301985], [-0.160073, 1.147888, 0.129484], [1.739738, 0.433635, 0.204845], [-0.832552, 0.173414, -0.447127], [1.816502, -0.561180, -0.512846], [2.507393, -1.693664, -0.136861], [1.213180, -0.581973, -1.563866], [2.070397, 0.196138, 1.523946], [-3.399303, -0.295973, 0.620871], [-3.010905, -0.931256, -0.942561], [-3.256994, -1.993579, 0.652749], [0.745178, 3.097904, 0.041316], [0.426877, 2.369948, -1.647206], [-0.884544, 3.004222, -0.616482], [-0.954532, -0.915049, 1.412562], [-0.949251, -1.950370, -0.106050], [-0.147948, 0.877765, 1.195620], [-1.109493, 0.114980, -1.365693], [2.897484, -2.006835, -1.044582], [2.994947, -1.672429, 0.712534], [2.456181, 0.924753, 2.046008]], "atomic_forces_ev_per_a": [[2.878, 3.748, 1.101], [-0.186, 3.962, -0.108], [-1.032, -1.974, 1.707], [-1.309, -2.646, -0.442], [-0.104, 3.997, 2.209], [-0.185, -0.090, 3.102], [1.139, -2.693, 0.372], [-1.316, -0.243, -2.999], [0.401, -0.080, -1.408], [0.425, -1.791, 0.497], [0.098, -0.218, -0.215], [-0.942, -1.130, -0.326], [-0.500, -1.540, -0.389], [-0.604, -1.233, -1.003], [-0.161, -0.580, 1.376], [0.983, -1.044, 0.142], [-0.842, 0.017, -2.038], [0.355, 1.084, 0.206], [0.171, 1.479, -0.198], [-0.204, 0.613, -2.680], [0.026, -0.378, 1.336], [1.010, 0.374, 1.067], [-0.101, 0.365, -1.310]], "lowdin_charge": [-0.028, -0.043, -0.188, -0.190, 0.000, 0.008, -0.370, 0.218, 0.058, 0.017, 0.079, 0.071, 0.061, 0.117, 0.121, 0.125, 0.153, 0.124, 0.142, 0.126, 0.156, 0.093, 0.148]}

{"formula": "C4H13N4O3V", "method": "ωB97M-V/def2-TZVPD", "total_charge": 1, "energy_ev": -42142.095, "gap_ev": [8.44, 11.41], "multiplicity": 4, "s_squared": 3.7568, "e_homo_ev": [-11.6, -14.6], "species": ["V", "N", "C", "C", "N", "C", "C", "N", "H", "H", "H", "H", "H", "H", "H", "H", "H", "H", "H", "H", "H", "O", "N", "O", "O"], "xyz": [[-0.216424, 0.251323, -1.247991], [-0.890146, 1.857912, -0.023991], [-0.987354, 1.417377, 1.398693], [-1.502871, -0.017628, 1.453134], [-0.808912, -0.896603, 0.468916], [0.380629, -1.626231, 0.995742], [1.634771, -0.774466, 0.885267], [1.714595, -0.226987, -0.498122], [-0.329497, 2.701948, -0.092634], [-1.812144, 2.142531, -0.350472], [-1.639754, 2.063260, 1.981822], [0.007160, 1.488618, 1.833329], [-2.563779, -0.026238, 1.203162], [-1.406294, -0.409615, 2.466129], [-1.475504, -1.599817, 0.171383], [0.500545, -2.520788, 0.385154], [0.225404, -1.945256, 2.026666], [2.510187, -1.366177, 1.144308], [1.595936, 0.062666, 1.578287], [2.052125, -0.950744, -1.128148], [2.404274, 0.515257, -0.544931], [0.013473, 1.111862, -2.995274], [0.158320, -0.047661, -3.598543], [0.301216, -0.166164, -4.758458], [0.134040, -1.038376, -2.753427]], "atomic_forces_ev_per_a": [[-0.225, -0.004, 1.004], [-0.312, 0.410, 0.538], [0.108, -0.114, -0.234], [0.113, 0.038, -0.179], [-0.114, -0.330, 0.631], [-0.073, 0.180, -0.145], [-0.130, 0.109, -0.194], [0.339, -0.159, 0.443], [0.035, 0.030, 0.055], [-0.053, 0.040, 0.037], [-0.063, 0.056, 0.049], [0.040, 0.010, -0.015], [-0.041, -0.002, -0.032], [-0.008, -0.016, 0.062], [-0.033, -0.073, 0.087], [-0.007, -0.045, -0.032], [-0.012, -0.021, 0.063], [0.069, -0.053, 0.001], [0.010, 0.056, 0.015], [0.030, -0.054, -0.053], [0.068, 0.034, 0.045], [0.156, -0.276, -1.354], [0.059, 0.092, 0.402], [0.003, -0.023, -0.102], [0.041, 0.117, -1.092]], "lowdin_charge": [0.865, -0.041, -0.193, -0.164, -0.146, -0.163, -0.187, -0.026, 0.115, 0.116, 0.127, 0.108, 0.130, 0.129, 0.130, 0.133, 0.129, 0.129, 0.109, 0.109, 0.118, -0.118, -0.492, 0.195, -0.112]}

Values of energy relative to the best compared isomer or geometry (same formula, charge and spin), in order: 56.83 0.00, all in kcal per mole.